(1)
Computed, not measured: the molecule H2N2O4S, with the ωB97M-V functional and the def2-TZVPD basis.

Geometry as XYZ:
```
9
Properties=species:S:1:pos:R:3:nbo_charge:R:1
N 2.01314 0.37808 -0.51276 0.334
N -1.14534 0.82391 -0.39860 -1.088
O 2.49099 1.37184 -0.07893 -0.273
O 1.35104 -0.34859 0.45021 -0.136
O -1.83092 -1.14878 0.74074 -0.880
O 0.61704 -1.35028 -0.14206 -0.423
S -1.05868 -0.67081 -0.62110 1.554
H -0.58710 1.39023 -0.98012 0.387
H -1.85018 -0.44561 1.54263 0.527
```

The HOMO energy comes out at -10.24 eV. The energy above the lowest of the compared OMol25 structures with the same formula, charge and spin comes out at 461.3 kJ/mol. The calculation puts the HOMO-LUMO gap at 9.988 eV.

(2)
Computed, not measured: a 2-piece molecular cluster, C21H28BBr2N3O6 overall, with the ωB97M-V functional and the def2-TZVPD basis.

Geometry as XYZ:
```
61
Properties=species:S:1:pos:R:3:nbo_charge:R:1
C 0.37120 -3.43544 -0.24756 -0.663
C 1.69822 -3.15050 -1.16704 -0.089
O 1.90830 -1.74424 -1.54404 -0.723
B 0.94251 -1.33020 -2.62280 1.200
O 0.47981 -2.24253 -3.69436 -0.921
C 0.46632 0.27565 -2.52729 -0.328
C -1.09097 0.78650 -2.56732 -0.092
Br -2.64002 -0.50516 -2.74137 0.083
C -1.41581 2.42229 -2.44084 0.030
C -3.00932 2.92416 -2.51525 -0.469
C -3.67998 2.98434 -1.01528 -0.415
C -5.07327 2.08330 -1.06594 -0.434
C -5.28636 1.48520 0.45322 -0.075
O -5.33593 2.66798 1.36254 -0.745
C -0.20015 3.55470 -2.24727 -0.101
Br -0.49737 5.52675 -2.07537 0.136
C 1.32541 2.95732 -2.18760 -0.113
C 1.68453 1.36504 -2.34036 -0.107
C 3.31342 1.19467 -2.26379 0.687
O 4.10860 0.17199 -2.63024 -0.496
N 3.77340 2.54982 -1.68645 -0.543
C 3.98808 2.13794 -0.24672 -0.229
C 3.84214 3.34546 0.85251 -0.541
C 5.04970 3.10109 1.98342 0.686
N 5.90108 4.25825 2.49282 -0.870
O 5.31383 1.85696 2.43137 -0.547
C 2.78940 3.66282 -1.97186 0.680
O 2.92540 4.98828 -2.05963 -0.519
H 0.70367 -3.53173 0.89483 0.207
H -0.44390 -2.59636 -0.27152 0.240
H -0.05726 -4.49906 -0.56579 0.220
H 1.77230 -3.87040 -2.11647 0.197
H 2.63703 -3.45396 -0.49482 0.192
H -0.46530 -2.05577 -3.96931 0.510
H -3.63193 2.23822 -3.23361 0.239
H -3.08388 4.02295 -2.97556 0.244
H -3.88340 4.12199 -0.72456 0.240
H -2.89180 2.50242 -0.26409 0.213
H -5.96649 2.78367 -1.42970 0.223
H -4.99782 1.17563 -1.80431 0.211
H -6.28228 0.84516 0.47830 0.185
H -4.36412 0.82285 0.77769 0.179
H -4.60628 2.53931 2.04472 0.474
H 3.24119 1.23829 -0.02835 0.221
H 5.07907 1.66114 -0.18192 0.255
H 2.83681 3.17366 1.42856 0.258
H 3.99313 4.42649 0.43085 0.254
H 6.51154 4.55050 1.68680 0.385
H 5.23480 5.05235 2.64380 0.369
C -1.31316 -5.29083 4.88739 -0.613
C -1.08045 -6.19526 3.68278 -0.380
C -0.52471 -5.44892 2.47188 -0.520
C -1.46454 -4.44454 1.95726 0.303
N -2.20843 -3.64571 1.56164 -0.345
H -2.05771 -4.51921 4.67136 0.216
H -1.67976 -5.87806 5.73472 0.218
H -0.38410 -4.79796 5.19117 0.204
H -2.02189 -6.69436 3.42088 0.210
H -0.37140 -6.98113 3.96847 0.210
H -0.30745 -6.17420 1.67734 0.252
H 0.42631 -4.96958 2.73207 0.246
```

The HOMO energy comes out at -9.21 eV. As for the SMILES: CCOB(O)c1c(Br)c(CCCCO)c(Br)c2c1C(=O)N(CCC(N)=O)C2=O.CCCC#N. The calculation puts the HOMO-LUMO gap at 7.573 eV.

(3)
Computed, not measured: a 12-piece molecular cluster, H24O12 overall, with the ωB97M-V functional and the def2-TZVPD basis.

Geometry as XYZ:
```
36
Properties=species:S:1:pos:R:3:nbo_charge:R:1
O 1.84486 -2.85130 -0.06807 -0.984
H 2.55118 -3.45149 0.14541 0.480
H 1.43711 -2.55485 0.76488 0.498
O 2.83239 -0.30216 1.70517 -0.964
H 1.97641 -0.65427 1.81026 0.464
H 2.79301 -0.15620 0.80366 0.478
O -3.37695 -0.12298 -3.05203 -0.955
H -3.32278 -0.25033 -2.10845 0.484
H -3.91906 -0.80548 -3.45709 0.468
O -2.91359 0.86717 -0.40705 -0.955
H -2.82276 1.73228 -0.03351 0.493
H -3.14029 0.27905 0.28539 0.469
O -0.29627 -0.40903 -0.34509 -1.015
H -0.92291 -0.01726 -0.99003 0.507
H 0.20007 0.35722 0.05053 0.512
O 1.09973 1.73739 0.75134 -0.948
H 0.87247 2.25960 1.55674 0.495
H 2.04619 1.93740 0.66774 0.505
O -1.37510 -2.73950 0.53751 -0.991
H -0.83776 -3.19267 -0.07640 0.487
H -1.17901 -1.78551 0.37375 0.493
O 0.78997 1.47616 -2.77465 -0.990
H 0.62260 1.62723 -3.71359 0.480
H 0.27846 2.11150 -2.27280 0.498
O -1.34593 0.99853 2.51024 -0.945
H -0.61140 0.79533 3.09579 0.475
H -1.72362 0.13631 2.28418 0.470
O 0.68807 -2.13319 2.37311 -0.980
H -0.25186 -2.13209 2.06643 0.501
H 0.61616 -2.38047 3.27279 0.484
O 0.08043 3.34180 -1.02114 -0.978
H 0.17301 4.31406 -0.92001 0.478
H 0.65438 2.98958 -0.33031 0.486
O 2.53876 -0.25934 -1.06271 -0.994
H 2.02084 -1.06800 -0.90766 0.504
H 1.92320 0.30550 -1.51432 0.492
```

The HOMO energy comes out at -10.49 eV. As for the SMILES: O.O.O.O.O.O.O.O.O.O.O.O. The energy above the lowest of the compared OMol25 structures with the same formula, charge and spin comes out at 134.4 kJ/mol. The calculation puts the HOMO-LUMO gap at 10.348 eV.